This record from OMol25 describes a molecular structure, C26H26Cl2N2O2STbTe at a distorted geometry. The level of theory is ωB97M-V/def2-TZVPD.

Geometry as XYZ:
```
61
Properties=species:S:1:pos:R:3:forces:R:3:mulliken_charge:R:1
Tb 0.96098 0.09763 0.27426 -0.61 0.33 0.06 0.5378
C 2.85032 -1.44221 2.81053 -0.63 0.69 -0.94 -1.0005
N 2.55739 -0.01345 2.58730 -0.37 -0.11 -0.29 0.9214
C 3.76323 0.71022 2.21730 0.64 -1.36 0.95 -1.3651
C 1.92640 0.64364 3.73856 -0.92 -1.47 -0.68 -1.1552
C 0.87970 1.70606 3.34895 0.54 -0.61 1.65 0.0104
C 0.37655 2.40412 4.45579 0.28 0.28 -0.47 -0.7617
C -0.63209 3.31904 4.33854 -0.61 -0.14 -1.45 -0.6282
C -1.24209 3.44919 3.07880 1.10 -0.31 0.10 -0.7390
C -0.71612 2.75539 1.99221 0.15 -0.29 0.74 -0.2879
C 0.36081 1.83010 2.08784 -0.40 0.38 -1.34 0.2260
H 3.50352 -1.59571 3.66175 0.23 -0.13 0.46 0.3198
H 3.38223 -1.76236 1.89259 -0.43 -0.31 0.49 0.3500
H 1.87356 -1.96113 2.95941 0.87 0.04 -0.15 0.2372
H 4.54787 0.56286 3.01927 -0.51 0.41 -0.53 0.2986
H 3.51549 1.73095 2.07616 -0.03 1.06 -0.10 0.3621
H 4.12497 0.29029 1.29970 0.39 0.02 -0.62 0.3617
H 2.71665 1.01842 4.38544 -0.02 0.23 0.42 0.4936
H 1.40352 -0.21710 4.24924 0.43 1.08 0.04 0.3821
H 0.82685 2.23520 5.39572 0.53 -0.09 1.11 0.4141
H -0.96980 3.96671 5.11083 -0.16 0.11 0.88 0.4192
H -2.06138 4.12770 2.98953 -0.49 0.38 -0.30 0.4136
H -1.17307 2.89784 1.03560 -0.34 0.08 -0.57 0.4616
Cl -1.42975 -3.65184 -2.34732 0.13 -0.05 0.09 -0.2320
C -1.35244 -3.58808 -0.60946 -0.25 -1.15 -0.30 0.5595
C -1.64328 -4.75783 0.12349 -0.35 1.32 0.99 -0.7202
C -1.75931 -4.66975 1.48932 0.15 -0.57 -0.47 0.6161
Cl -2.12821 -6.10481 2.44613 -0.01 0.14 -0.36 -0.3002
C -1.49130 -3.46596 2.15529 0.24 -0.08 1.42 0.5351
C -1.56043 -3.33665 3.57471 -0.51 -0.19 -0.13 -0.7263
C -1.22939 -2.14073 4.14825 -0.09 0.16 0.24 -1.2431
C -0.81006 -1.07879 3.29875 -0.07 -0.15 0.56 -0.3753
N -0.70764 -1.17123 2.00748 0.14 -0.74 -0.44 -0.0792
C -1.04514 -2.35634 1.43708 -0.32 -0.16 -0.98 0.1784
C -0.98754 -2.40557 -0.01007 0.86 1.37 -0.06 -0.2233
O -0.56399 -1.36512 -0.65612 -0.21 -0.50 0.37 -0.5211
H -1.85654 -5.67956 -0.34059 -0.11 -0.81 -0.70 0.4993
H -1.96449 -4.19845 4.13250 0.48 0.67 -0.11 0.3336
H -1.29889 -1.98493 5.23656 0.07 -0.04 -0.68 0.3994
H -0.52398 -0.11154 3.65252 -0.15 0.36 0.64 0.7469
C -0.59309 -0.32153 -7.70510 -1.13 0.33 -0.17 -1.3774
C -0.57128 0.42330 -6.41864 0.11 0.51 0.56 0.8505
C -0.27555 1.78781 -6.35897 0.13 -1.03 0.50 -0.7074
C -0.02630 2.40196 -5.15483 0.15 -0.52 0.68 -0.5155
C -0.10546 1.64371 -3.99723 -0.15 -0.73 0.55 0.4324
C -0.42635 0.29374 -4.01842 -0.34 0.01 1.09 -0.6245
C -0.71717 -0.27971 -5.23146 0.17 -0.32 -0.40 -0.7185
S 0.05983 2.38505 -2.37600 -1.56 -0.26 1.21 0.2334
C -1.61879 3.14029 -2.43838 1.01 0.56 -0.84 -1.1060
O -0.34957 1.36102 -1.29645 0.98 0.51 -0.78 -0.2128
H -1.64299 -0.39579 -8.07481 0.73 -0.24 0.06 0.2662
H -0.15437 -1.30273 -7.54313 -0.10 -0.08 -0.33 0.3777
H -0.02154 0.25516 -8.41540 0.20 -0.13 -0.52 0.3726
H -0.12743 2.34659 -7.23717 0.11 0.54 -1.15 0.3881
H 0.34636 3.40092 -5.12287 -0.05 0.71 0.04 0.4907
H -0.46205 -0.27684 -3.06577 0.00 0.41 -0.72 0.4932
H -1.00100 -1.32015 -5.30288 0.13 -0.18 0.19 0.4116
H -2.32428 2.34620 -2.44177 -0.36 -0.99 -0.03 0.3252
H -1.72808 3.68899 -3.37502 -0.01 0.39 0.28 0.4232
H -1.76943 3.70734 -1.53712 0.13 0.51 0.20 0.3553
Te 3.08548 0.02848 -1.63244 0.19 0.14 0.03 -0.8771
```
Forces are in eV/Å.

## Properties
- Relative energy (zero: lowest compared OMol25 entry of this formula, charge and spin): 129.1 kJ/mol
- Net charge: -1
- LUMO level (alpha / beta): 2.34 / 2.36 eV
- Multiplicity: 7
- Total energy: -100067.37818 eV